323
Properties=species:S:1:pos:R:3:lowdin_charge:R:1 method="wB97M-V/def2-TZVPD" lumo_ev=0.5 homo_lumo_gap_ev=8.71 total_energy_ev=-162343.1524 e_homo_ev=-8.221
C 18.79 23.44 15.25 -0.181
C 19.13 24.10 13.87 -0.214
O 19.08 23.17 12.80 -0.108
O 19.83 22.51 15.72 -0.126
H 17.83 22.99 15.16 0.086
H 18.70 24.27 15.93 0.096
H 20.11 24.53 13.89 0.096
H 18.33 24.84 13.66 0.095
H 20.01 22.94 12.60 0.051
H 20.25 23.08 16.44 0.034
C 24.28 12.34 17.49 -0.249
C 23.69 13.67 17.80 -0.231
O 22.28 13.64 17.98 -0.078
O 24.07 11.86 16.16 -0.064
H 23.98 11.58 18.24 0.124
H 25.36 12.45 17.62 0.123
H 23.98 14.35 17.04 0.087
H 24.10 14.01 18.74 0.107
H 21.87 13.00 17.40 0.046
H 23.12 11.59 16.10 0.067
C 25.91 18.72 18.81 -0.248
C 26.98 17.65 19.19 -0.224
O 26.88 16.68 18.13 -0.098
O 24.55 18.29 18.98 -0.165
H 26.10 19.12 17.84 0.083
H 25.95 19.60 19.57 0.139
H 26.90 17.23 20.22 0.117
H 27.96 18.18 19.17 0.111
H 27.54 15.96 18.30 0.102
H 24.21 17.69 18.21 0.051
C 19.97 11.00 18.53 -0.292
C 20.84 10.21 17.55 -0.224
O 21.16 11.12 16.54 -0.096
O 18.83 11.26 17.82 -0.093
H 20.54 11.89 18.67 0.074
H 19.80 10.36 19.43 0.134
H 20.41 9.28 17.21 0.126
H 21.81 10.08 18.04 0.122
H 20.36 11.26 15.99 0.116
H 18.61 12.23 17.95 0.047
C 16.26 21.15 12.89 -0.243
C 16.58 19.89 13.60 -0.263
O 17.94 19.60 13.77 -0.077
O 14.85 21.41 12.92 -0.105
H 16.59 21.24 11.81 0.132
H 16.74 22.04 13.36 0.112
H 16.23 19.10 12.99 0.106
H 16.05 19.91 14.55 0.106
H 18.17 19.88 14.67 0.036
H 14.80 22.32 12.54 0.091
C 13.22 13.91 15.60 -0.105
O 13.34 15.21 15.01 -0.206
C 14.02 16.09 15.86 -0.239
C 13.68 17.53 15.51 -0.205
N 12.31 17.88 15.73 -0.053
C 12.08 19.29 15.75 -0.203
C 10.57 19.55 16.09 -0.193
O 9.64 18.73 15.41 -0.198
C 9.34 19.15 14.10 -0.109
H 14.17 13.38 15.64 0.076
H 12.57 13.31 14.91 0.097
H 12.75 13.99 16.55 0.073
H 15.06 15.87 15.65 0.099
H 13.76 15.85 16.93 0.136
H 13.99 17.61 14.49 0.112
H 14.30 18.08 16.24 0.122
H 11.70 17.38 15.09 0.118
H 12.50 19.72 14.87 0.101
H 12.63 19.65 16.57 0.087
H 10.30 20.62 15.89 0.112
H 10.37 19.32 17.18 0.140
H 8.69 20.04 14.19 0.093
H 8.81 18.44 13.55 0.071
H 10.21 19.52 13.56 0.079
C 15.58 22.66 22.90 -0.069
O 16.99 22.55 23.23 -0.207
C 17.12 22.20 24.61 -0.249
C 18.55 22.24 24.94 -0.211
N 19.32 21.45 23.99 -0.067
C 20.70 21.41 24.32 -0.213
C 21.48 20.46 23.38 -0.232
O 21.56 20.82 22.05 -0.194
C 22.28 19.90 21.23 -0.085
H 15.47 23.04 21.82 0.109
H 15.15 23.34 23.61 0.070
H 15.16 21.71 23.13 0.070
H 16.67 21.22 24.71 0.113
H 16.49 22.76 25.29 0.120
H 18.74 21.90 25.96 0.134
H 18.81 23.24 24.88 0.099
H 19.07 21.74 23.06 0.095
H 20.93 21.11 25.31 0.099
H 21.15 22.45 24.35 0.132
H 21.02 19.43 23.45 0.108
H 22.47 20.44 23.87 0.125
H 21.98 18.88 21.46 0.075
H 23.39 20.01 21.29 0.104
H 22.00 20.09 20.19 0.056
C 24.31 24.37 15.66 -0.080
O 22.98 24.58 15.15 -0.209
C 23.04 24.80 13.75 -0.231
C 23.04 23.47 12.95 -0.142
N 21.91 22.56 13.40 -0.054
C 22.09 21.22 13.05 -0.241
C 21.09 20.82 12.06 -0.289
O 21.05 21.61 10.94 -0.184
C 20.30 21.10 9.86 -0.083
H 24.29 24.54 16.72 0.068
H 24.99 25.12 15.17 0.101
H 24.68 23.35 15.41 0.097
H 23.97 25.34 13.38 0.129
H 22.28 25.44 13.32 0.113
H 24.00 22.98 13.22 0.097
H 22.92 23.58 11.85 0.130
H 21.76 22.71 14.42 0.109
H 21.96 20.56 13.92 0.138
H 23.11 20.99 12.67 0.117
H 20.00 20.75 12.49 0.147
H 21.21 19.77 11.75 0.109
H 19.86 21.92 9.32 0.079
H 19.40 20.59 10.19 0.086
H 20.93 20.41 9.30 0.091
C 17.20 17.59 21.22 -0.076
O 17.37 18.80 20.53 -0.179
C 18.16 19.66 21.21 -0.257
C 18.45 20.94 20.38 -0.177
N 17.23 21.55 19.81 -0.007
C 17.57 22.51 18.77 -0.198
C 16.34 22.81 17.90 -0.201
O 16.19 21.73 16.99 -0.218
C 15.00 21.91 16.24 -0.066
H 18.21 17.15 21.36 0.077
H 16.66 16.88 20.60 0.087
H 16.89 17.75 22.23 0.078
H 19.13 19.25 21.53 0.103
H 17.68 20.05 22.17 0.133
H 19.06 20.59 19.55 0.084
H 19.16 21.54 20.93 0.096
H 16.79 20.72 19.39 0.106
H 18.40 22.16 18.13 0.100
H 17.85 23.46 19.19 0.107
H 16.45 23.80 17.41 0.118
H 15.36 22.88 18.43 0.112
H 14.96 22.96 16.08 0.071
H 14.19 21.57 16.83 0.077
H 14.98 21.37 15.32 0.055
C 11.81 21.49 19.88 -0.128
O 12.85 22.30 19.43 -0.200
C 12.70 23.66 19.75 -0.217
C 12.75 24.50 18.49 -0.206
N 11.77 24.14 17.46 -0.039
C 11.88 25.05 16.34 -0.242
C 11.45 24.54 14.97 -0.229
O 12.29 23.47 14.60 -0.197
C 11.77 22.73 13.52 -0.114
H 11.64 21.48 20.96 0.086
H 11.96 20.44 19.68 0.084
H 10.88 21.79 19.42 0.084
H 13.66 23.90 20.23 0.109
H 11.86 23.78 20.44 0.124
H 13.77 24.43 18.07 0.102
H 12.56 25.56 18.75 0.131
H 12.03 23.26 17.04 0.097
H 12.88 25.43 16.22 0.097
H 11.28 25.98 16.54 0.131
H 11.52 25.40 14.28 0.129
H 10.40 24.21 15.07 0.126
H 12.40 21.89 13.23 0.065
H 11.61 23.32 12.61 0.086
H 10.77 22.22 13.86 0.104
C 20.99 24.44 20.04 -0.026
C 21.91 24.12 18.81 -0.349
C 22.45 22.73 18.96 -0.240
O 22.93 22.29 17.75 -0.192
C 23.21 20.91 17.75 -0.073
N 21.06 24.19 17.58 0.059
H 20.74 25.49 20.11 0.073
H 21.48 24.06 20.94 0.077
H 20.08 23.91 19.95 0.038
H 22.70 24.83 18.72 0.123
H 21.68 22.02 19.25 0.106
H 23.24 22.61 19.74 0.149
H 23.69 20.67 18.71 0.069
H 23.88 20.59 16.95 0.086
H 22.22 20.38 17.70 0.095
H 21.77 24.22 16.87 0.044
H 20.53 25.07 17.57 0.103
C 16.44 14.41 18.58 -0.050
C 17.74 14.39 19.33 -0.402
C 17.76 13.31 20.40 -0.217
O 16.95 13.80 21.44 -0.202
C 16.77 12.87 22.55 -0.048
N 18.78 14.05 18.34 0.069
H 16.41 15.13 17.82 0.026
H 15.56 14.43 19.22 0.091
H 16.41 13.44 18.00 0.106
H 17.97 15.37 19.80 0.121
H 18.78 13.17 20.71 0.108
H 17.30 12.39 20.01 0.135
H 16.61 11.86 22.16 0.088
H 15.85 13.26 23.09 0.104
H 17.64 12.94 23.15 0.062
H 19.72 14.06 18.71 0.066
H 18.83 14.65 17.53 0.064
C 19.85 14.88 11.53 -0.063
C 19.22 16.02 12.31 -0.403
C 19.06 15.53 13.76 -0.217
O 18.06 14.58 13.72 -0.205
C 17.52 14.25 14.98 -0.092
N 20.09 17.22 12.42 0.069
H 20.17 15.33 10.55 0.090
H 19.22 14.05 11.31 0.060
H 20.74 14.43 12.02 0.085
H 18.23 16.17 11.94 0.122
H 18.79 16.40 14.37 0.104
H 19.93 15.02 14.19 0.124
H 16.53 13.72 14.78 0.106
H 17.40 15.22 15.52 0.079
H 18.09 13.52 15.54 0.065
H 19.47 17.92 12.83 0.046
H 20.39 17.58 11.53 0.053
C 23.14 16.58 14.38 -0.046
C 24.09 16.75 15.51 -0.372
C 25.17 17.76 15.12 -0.198
O 24.50 18.94 14.75 -0.197
C 25.34 19.91 14.23 -0.108
N 23.36 17.25 16.76 0.076
H 22.41 15.89 14.77 0.074
H 23.61 16.11 13.51 0.097
H 22.75 17.49 14.09 0.047
H 24.62 15.88 15.80 0.108
H 25.74 17.28 14.29 0.143
H 25.79 17.91 16.05 0.117
H 26.05 19.50 13.52 0.094
H 25.93 20.36 14.99 0.073
H 24.71 20.70 13.81 0.063
H 22.89 18.10 16.39 0.080
H 22.54 16.62 16.98 0.080
C 14.23 12.97 12.33 -0.055
C 14.52 13.83 11.05 -0.351
C 13.78 15.22 11.06 -0.218
O 14.02 15.92 9.86 -0.177
C 13.54 17.23 9.88 -0.134
N 16.01 14.06 11.07 0.044
H 15.10 12.30 12.47 0.081
H 13.36 12.33 12.21 0.070
H 14.14 13.64 13.22 0.048
H 14.24 13.35 10.10 0.130
H 14.08 15.81 11.96 0.123
H 12.70 15.03 11.15 0.123
H 13.69 17.73 10.87 0.096
H 12.50 17.35 9.62 0.078
H 14.03 17.82 9.14 0.073
H 16.40 14.23 12.01 0.053
H 16.40 14.61 10.39 0.023
C 21.89 13.20 23.78 -0.051
C 21.69 13.29 22.27 -0.391
C 22.78 14.17 21.54 -0.251
O 22.76 15.47 22.03 -0.157
C 23.73 16.19 21.26 -0.099
N 21.68 11.91 21.69 0.035
H 21.18 12.49 24.19 0.080
H 21.68 14.19 24.14 0.058
H 22.90 12.96 24.02 0.066
H 20.68 13.78 22.00 0.143
H 22.59 14.13 20.45 0.093
H 23.74 13.71 21.58 0.111
H 23.62 16.09 20.18 0.068
H 24.78 15.83 21.49 0.106
H 23.82 17.19 21.55 0.053
H 21.63 11.93 20.66 0.051
H 22.48 11.37 21.98 0.061
C 16.65 24.20 9.98 -0.053
C 17.17 25.55 10.50 -0.410
C 16.21 26.15 11.57 -0.195
O 16.07 25.31 12.72 -0.216
C 16.03 26.11 13.90 -0.109
N 18.59 25.45 10.95 0.047
H 15.63 24.34 9.64 0.076
H 16.70 23.55 10.88 0.068
H 17.40 23.97 9.23 0.073
H 17.26 26.27 9.66 0.135
H 15.23 26.35 11.06 0.131
H 16.63 27.09 11.94 0.107
H 16.17 25.32 14.67 0.090
H 15.11 26.65 13.99 0.079
H 16.90 26.78 13.95 0.087
H 19.25 25.62 10.21 0.060
H 18.79 24.51 11.31 0.036
C 17.51 17.80 17.43 -0.036
C 18.74 18.67 17.42 -0.379
C 19.93 17.90 16.86 -0.185
O 20.33 16.75 17.57 -0.190
C 20.92 17.10 18.82 -0.076
N 18.49 19.90 16.60 0.092
H 17.15 17.65 16.43 0.064
H 16.64 18.25 17.94 0.090
H 17.70 16.85 17.90 0.053
H 18.96 18.91 18.47 0.102
H 20.77 18.62 17.03 0.113
H 19.67 17.61 15.92 0.083
H 21.37 16.21 19.24 0.075
H 20.27 17.51 19.58 0.081
H 21.71 17.85 18.64 0.076
H 19.20 20.62 16.69 0.052
H 17.67 20.40 16.99 0.060
C 19.77 17.07 23.90 -0.067
C 18.77 17.54 24.92 -0.448
C 18.56 16.56 26.07 -0.221
O 17.95 15.38 25.63 -0.177
C 16.54 15.37 25.75 -0.086
N 19.06 18.86 25.51 0.074
H 19.40 15.96 23.76 0.114
H 20.84 17.03 24.24 0.092
H 19.71 17.66 22.97 0.043
H 17.82 17.51 24.40 0.115
H 17.99 17.15 26.78 0.109
H 19.52 16.31 26.59 0.146
H 16.35 15.72 26.72 0.075
H 16.19 14.39 25.69 0.072
H 16.04 15.98 25.05 0.074
H 18.96 19.57 24.80 0.030
H 18.44 19.09 26.25 0.050



61
Properties=species:S:1:pos:R:3:lowdin_charge:R:1 method="wB97M-V/def2-TZVPD" lumo_ev=2.2 homo_lumo_gap_ev=6.81 total_energy_ev=-68899.7002 e_homo_ev=-4.581 charge=-1
In 1.23 1.03 1.24 0.579
Cl 2.93 2.13 2.42 0.084
N 0.98 -1.93 -0.06 0.201
N -0.74 2.21 1.07 0.109
C 2.07 -1.93 -0.77 -0.373
C -0.85 3.05 0.07 -0.345
C 0.36 -3.27 -0.22 -0.548
C 1.48 -4.09 -0.88 -0.070
C -0.86 -3.15 -1.11 -0.031
C -0.03 -3.88 1.10 -0.045
H -0.58 -2.79 -2.11 0.081
H -1.57 -2.43 -0.67 0.085
H -1.35 -4.12 -1.20 0.084
H 0.81 -3.88 1.79 0.066
H -0.35 -4.92 0.92 0.091
H -0.84 -3.33 1.57 0.066
C -2.10 1.98 1.62 -0.541
C -2.97 2.93 0.80 -0.051
C -2.12 2.35 3.08 -0.019
C -2.53 0.55 1.39 -0.019
H -2.49 0.32 0.32 0.095
H -3.57 0.45 1.74 0.101
H -1.90 -0.15 1.94 0.051
H -1.71 3.36 3.20 0.093
H -1.54 1.64 3.68 0.059
H -3.16 2.34 3.43 0.097
O -2.06 3.51 -0.20 0.035
H -3.37 3.76 1.39 0.129
H -3.78 2.43 0.25 0.131
O 2.45 -3.09 -1.31 -0.007
H 1.18 -4.66 -1.76 0.127
H 2.00 -4.73 -0.16 0.129
C 2.86 -0.71 -1.09 -0.058
C 0.26 3.45 -0.82 -0.047
C 0.57 2.22 -1.60 -0.211
H 1.11 3.75 -0.19 0.132
H -0.05 4.30 -1.44 0.127
C 1.21 1.16 -0.97 -0.102
C 1.89 0.22 -1.73 -0.214
H 1.81 1.13 3.99 -0.068
C 1.57 0.09 -3.11 -0.212
C 0.66 0.98 -3.68 -0.006
C 2.21 -0.97 -3.94 -0.042
C 0.16 2.06 -2.95 -0.216
H 0.36 0.85 -4.72 0.114
C -0.79 3.03 -3.57 -0.051
H -1.24 2.60 -4.46 0.078
H -0.28 3.96 -3.86 0.087
H -1.60 3.30 -2.87 0.075
H 3.29 -0.81 -4.06 0.089
H 1.76 -0.97 -4.94 0.075
H 2.08 -1.97 -3.51 0.076
H 3.70 -0.97 -1.74 0.128
H 3.26 -0.30 -0.14 0.112
F -1.31 -0.05 4.79 -0.550
Te 0.09 -1.31 4.19 1.866
F 1.67 0.88 4.91 -0.209
F 1.25 -2.77 3.50 -0.572
F -0.55 -2.51 5.63 -0.600
F -1.36 -2.11 3.20 -0.454
O 0.36 -0.25 2.61 -0.790